1.
This record from OMol25 describes a cluster of 5 separate species, CH11O4S in total in a non-equilibrium geometry. The level of theory is wB97M-V/def2-TZVPD.

Structure (ORCA input):
```
! wB97M-V def2-TZVPD RIJCOSX def2/J DEFGRID3
* xyz -1 1
C -0.9551 -1.0302 -0.6956
S -0.2226 -0.1904 -2.1479
H -1.9016 -1.4290 -1.0271
H -0.3324 -1.9117 -0.4466
H -1.0722 -0.4147 0.1927
H 0.5423 1.7953 -0.6108
H -0.7129 2.4474 -0.6169
O 0.2134 2.7086 -0.4924
H 2.3941 -0.7012 -0.5674
H 1.4680 -1.8395 -0.6912
O 2.3380 -1.6312 -0.3099
H -0.6067 -0.5031 3.4145
H -1.9646 -0.2441 2.4544
O -1.5104 -0.7079 3.1647
H -0.1474 1.5935 1.5111
H 0.6394 0.1990 1.2427
O 0.3847 0.8799 1.8696
*
```

**HOMO level**: -3.30 eV
**Energy relative to the best compared isomer or geometry (same formula, charge and spin)**: 109.2 kJ/mol

***

2.
This record from OMol25 describes a cluster of 5 separate species, CH11O5 in total in a non-equilibrium geometry. The level of theory is wB97M-V/def2-TZVPD.

Structure (ORCA input):
```
! wB97M-V def2-TZVPD RIJCOSX def2/J DEFGRID3
* xyz -1 1
C -0.5710 -0.4281 1.4628
O -0.2646 -0.0081 0.1018
H -1.2313 -1.1951 1.7428
H -1.1266 0.3703 2.0566
H 0.4444 -0.5803 2.0014
H -1.8261 -0.6187 -2.4988
H -1.8237 -0.5621 -1.0183
O -2.4650 -0.7068 -1.7948
H 0.1944 -1.6858 -0.3926
H 0.7431 -2.2490 -1.6524
O 0.1788 -2.4725 -0.9652
H 0.1251 1.7199 -0.3091
H 0.3613 2.7277 0.6566
O 0.2457 2.7352 -0.2928
H 1.7055 0.6494 0.6872
H 2.6711 1.1892 -0.3937
O 2.6388 1.1149 0.6085
*
```

**HOMO level**: -4.74 eV
**Energy relative to the best compared isomer or geometry (same formula, charge and spin)**: 117.1 kJ/mol

***

3.
This record from OMol25 describes a cluster of 6 separate species, CH11O7 in total in a non-equilibrium geometry. The level of theory is wB97M-V/def2-TZVPD.

Structure (ORCA input):
```
! wB97M-V def2-TZVPD RIJCOSX def2/J DEFGRID3
* xyz -1 1
O -1.5599 0.8407 -0.3785
C -0.6274 0.9603 0.4483
O 0.3123 0.1020 0.4631
H -0.5294 1.7150 1.2687
H 2.1192 0.8410 -2.3643
H 1.0557 -0.2704 -1.9649
O 1.4684 0.1088 -2.7817
H -1.2413 -1.8603 2.1287
H -1.6522 -1.0811 0.6967
O -1.7915 -1.7199 1.4020
H -2.7852 -0.0240 -2.1304
H -1.2903 0.0656 -2.2780
O -2.0407 -0.2885 -2.7380
H 1.9318 0.5793 0.6546
H 1.9710 1.4312 -0.4828
O 2.4996 1.1214 0.1785
H 0.5221 -1.2749 2.0740
H 0.7838 -0.1588 2.8905
O 0.8541 -1.0875 2.9135
*
```

**HOMO level**: -6.03 eV
**Energy relative to the best compared isomer or geometry (same formula, charge and spin)**: 160.4 kJ/mol

***

4.
This record from OMol25 describes a structure of composition CH12BrN2O5Pt in a non-equilibrium geometry. The level of theory is wB97M-V/def2-TZVPD.

Structure (ORCA input):
```
! wB97M-V def2-TZVPD RIJCOSX def2/J DEFGRID3
* xyz 1 3
Pt -1.2846 -0.5693 1.4177
Br -3.8635 -1.1323 4.5350
C 2.1236 0.7818 -2.0684
O 1.6286 0.4190 -1.0765
N 2.5479 2.0034 -2.2477
N 2.0472 0.0226 -3.1775
H 2.4892 2.5607 -1.4074
H 2.7624 2.4106 -3.1467
H 1.5117 -0.8240 -3.3058
H 2.5101 0.3965 -3.9936
O -3.3203 0.4325 -1.0881
H -4.2178 0.2991 -1.3929
H -2.9668 1.1055 -1.6699
O -0.8815 3.1116 2.2343
H -0.2756 3.8130 1.9951
H -1.5087 3.5275 2.8258
O 1.0841 -1.7479 3.6149
H 1.0953 -1.8774 4.5632
H 1.8121 -2.2786 3.2916
O -1.0560 -3.8540 0.2819
H -1.6466 -4.6035 0.3571
H -0.5908 -3.9969 -0.5423
*
```

**HOMO level (spin up / spin down)**: -12.52 / -12.52 eV
**Energy relative to the best compared isomer or geometry (same formula, charge and spin)**: 553.3 kJ/mol
**<S²>**: 2.030

***

Question: Which of these has the highest energy relative to the best compared isomer or geometry (same formula, charge and spin)?
Answer: CH12BrN2O5Pt

***

Repeat the second record exactly.
This record from OMol25 describes a cluster of 5 separate species, CH11O5 in total in a non-equilibrium geometry. The level of theory is wB97M-V/def2-TZVPD.

Structure (ORCA input):
```
! wB97M-V def2-TZVPD RIJCOSX def2/J DEFGRID3
* xyz -1 1
C -0.5710 -0.4281 1.4628
O -0.2646 -0.0081 0.1018
H -1.2313 -1.1951 1.7428
H -1.1266 0.3703 2.0566
H 0.4444 -0.5803 2.0014
H -1.8261 -0.6187 -2.4988
H -1.8237 -0.5621 -1.0183
O -2.4650 -0.7068 -1.7948
H 0.1944 -1.6858 -0.3926
H 0.7431 -2.2490 -1.6524
O 0.1788 -2.4725 -0.9652
H 0.1251 1.7199 -0.3091
H 0.3613 2.7277 0.6566
O 0.2457 2.7352 -0.2928
H 1.7055 0.6494 0.6872
H 2.6711 1.1892 -0.3937
O 2.6388 1.1149 0.6085
*
```

**HOMO level**: -4.74 eV
**Energy relative to the best compared isomer or geometry (same formula, charge and spin)**: 117.1 kJ/mol

***

Question: energy relative to the best compared isomer or geometry (same formula, charge and spin) of number 2 (CH11O5)?
Answer: 117.1 kJ/mol

***

Question: Which value of energy relative to the best compared isomer or geometry (same formula, charge and spin) does entry 2 give?
Answer: 117.1 kJ/mol